A cluster of 2 separate species, C7H9NO in total in a non-equilibrium geometry, computed with ωB97M-V/def2-TZVPD.

Output
SMILES: C=C(C)C#N.CC=C=O
LUMO energy in eV: 0.56
E_HOMO in eV: -8.89

```
! wB97M-V def2-TZVPD RIJCOSX def2/J DEFGRID3
* xyz 0 1
C 1.35658 -0.94093 1.35372
H 3.01392 -0.82403 -1.49146
H 2.34094 -2.27860 -0.72409
H -3.25039 2.22092 0.08501
H -1.69876 0.80986 1.52102
O -1.88523 -1.84167 -0.08605
C 1.72996 -0.43785 0.17937
C -1.95514 -0.71124 0.19318
C 1.70341 0.96556 -0.01494
H -2.81454 1.24480 -1.32831
H 1.05806 -0.30333 2.16876
H 1.32361 -1.25995 -1.74455
C -2.00695 0.53577 0.52348
C -2.45232 1.64961 -0.38497
H -1.61780 2.32221 -0.58809
H 1.34285 -2.00227 1.53467
C 2.13408 -1.24847 -1.01191
N 1.67771 2.09963 -0.18481
*
```

Atom charges from the Mulliken analysis, given in e for atoms 1 to 8: -1.044 0.348 0.360 0.306 0.340 -0.407 0.902 0.631



A cluster of 2 separate species, C10H25BrN2O6P in total in a non-equilibrium geometry, computed with ωB97M-V/def2-TZVPD.

Output
LUMO energy in eV: -2.74
E_HOMO in eV: -10.42

```
! wB97M-V def2-TZVPD RIJCOSX def2/J DEFGRID3
* xyz 1 1
C -3.20288 3.83542 -2.54321
H 0.31250 5.71115 -1.03510
H -4.13558 4.35354 -2.30224
C -1.53846 5.41218 -0.48136
H -1.47293 6.08396 0.38155
H 4.16794 -1.84269 0.93133
C -1.34431 2.49126 -1.58081
H -3.38294 3.04404 -3.27777
N -2.66402 3.19991 -1.27406
H -3.25367 1.67819 0.11311
H 0.03958 -4.98631 1.40265
H 3.42811 -1.77938 -0.80117
O -0.22949 4.93986 -0.76958
H 0.12185 -2.82037 0.63327
O 0.22283 -5.83149 1.94551
H -3.48655 4.63878 0.08522
O 2.02535 -1.86128 0.82185
H -3.79957 1.40623 -1.57798
C 0.02574 -0.88232 -0.57343
H -1.90249 5.99341 -1.33383
H -0.88600 -0.72467 0.15229
H 1.13142 -2.83290 -0.98261
H -2.11130 3.69797 0.72696
H -1.56433 1.59858 -2.17582
H -0.39701 -1.19583 -1.64508
H -0.87075 2.20708 -0.63642
C 1.71442 -5.94033 2.05767
O 3.59789 -4.67618 1.32216
C 3.30554 -2.29771 0.24392
N 2.47468 -4.63301 2.05964
C 0.87827 -2.18978 -0.03833
H -2.46213 4.53753 -2.93437
Br 1.40023 -3.37434 5.01506
H 0.72161 0.05716 -0.66858
H 2.64129 -4.41600 -0.62507
C 3.47620 -3.91823 0.06740
O 2.26847 -7.16241 2.18479
P 3.08017 -4.23394 3.72794
H -4.60860 2.64795 -0.56538
H 4.29002 -2.35131 4.14661
H 4.50140 -4.08056 -0.52234
H -0.70624 3.15056 -2.17243
C -2.48730 4.24940 -0.14303
C -3.66029 2.15000 -0.78587
O 4.34133 -3.05310 3.42697
*
```

Atom charges from the Mulliken analysis, given in e for atoms 1 to 8: -0.907 0.317 0.359 -0.564 0.401 0.231 -0.995 0.397



A cluster of 9 separate species, C27H36O27 in total in a non-equilibrium geometry, computed with ωB97M-V/def2-TZVPD.

Output
SMILES: O=C1OCCO1.O=C1OCCO1.O=C1OCCO1.O=C1OCCO1.O=C1OCCO1.O=C1OCCO1.O=C1OCCO1.O=C1OCCO1.O=C1OCCO1
LUMO energy in eV: -0.20
E_HOMO in eV: -10.26

```
! wB97M-V def2-TZVPD RIJCOSX def2/J DEFGRID3
* xyz 0 1
C -0.08832 5.89791 4.99171
O -2.18653 1.50804 6.14081
O 0.63114 1.79076 -2.40634
H 2.00321 -3.69746 -4.15334
O -3.00085 3.50350 0.35240
O 4.60799 -4.13037 1.27749
O 1.14634 3.59759 2.87063
C -0.84175 -0.72170 -4.82024
C 0.76439 -6.58138 -0.21834
C 1.80284 -4.35987 -3.31122
O 0.81770 -2.07662 -5.41768
H -6.18672 5.23941 -1.70836
C 0.74376 2.97220 -2.73926
H -1.80531 0.54563 4.24736
O 2.08413 -7.28999 -4.94978
C 1.74987 4.85795 -3.45313
O 1.19838 4.18462 5.06081
C -5.18862 5.51262 -1.36593
O -3.21405 1.80951 8.08453
H -4.45820 6.11260 -1.90872
H -1.33381 1.70335 -0.48126
C 0.93025 4.37978 3.78785
H -0.07906 6.98606 5.05462
H 2.02424 5.98637 5.31072
O -1.98063 -5.98471 -2.31110
H 2.73568 -5.23260 -1.77131
H 2.52232 5.35838 -2.86920
H 1.26522 -3.92291 -2.46971
H -2.32120 1.26339 0.88279
H -0.91576 5.34737 5.43932
C 0.45051 5.16289 -2.70012
O 4.56751 -2.25303 0.20981
H 3.88332 -4.38163 -3.02520
H -0.27157 5.71143 -3.30493
O -4.32940 5.31057 0.86307
H -6.40064 5.58774 0.51010
H 3.56189 -3.40786 2.80256
O -0.17376 -1.89807 -1.14324
H 0.79719 -4.46894 -0.07814
C 3.47448 -3.61127 1.73529
H -1.83872 -1.57934 6.02357
H 3.01243 -1.35600 1.38272
O -3.01965 -0.29195 6.98585
C 5.22418 -3.30141 0.45217
H 0.76952 5.81587 -1.88775
C 0.12344 -5.25216 0.26929
H 1.20697 5.44740 6.75554
C -0.41304 -2.13191 -4.61538
O -1.05943 -5.16167 -0.53309
C -2.53264 -0.75576 5.85533
H 2.65941 -2.52066 0.10119
H 1.73023 -6.30083 -0.63851
H 0.74463 -7.39148 0.51066
C 1.17005 5.41046 5.66679
H -0.00073 -2.20597 -3.60909
O -0.00631 -0.09665 -5.74131
H -3.30956 -1.19582 5.23016
O 1.66567 -0.61931 -7.11358
C -1.44208 0.96390 0.31221
C -0.08717 0.76391 1.05446
O 1.72659 3.44636 -3.47606
H 1.57568 5.26848 -4.44773
H -1.90423 -0.80625 -5.04851
C 3.02967 -5.02065 -2.79929
O 0.49806 -0.43607 0.43945
O -0.03186 -6.82052 -1.40929
C 2.10251 -6.46541 -4.12870
H -0.12054 0.51631 2.11544
C -5.41683 5.86878 0.13431
H -5.13541 6.90768 0.30632
C -3.86715 4.34337 0.07204
O 6.32481 -3.45492 0.01862
C 3.32096 -2.30289 0.93965
O -4.46960 4.34973 -1.18637
O 3.17305 -6.24359 -3.42741
H -0.85960 -0.22488 -3.85022
C 0.99843 -0.93536 -6.10992
C -2.85220 1.02656 7.14556
C -1.70080 0.43667 5.32685
O 1.20155 -5.45615 -3.92629
O -1.47791 -0.28640 -0.40781
H 2.62109 -4.21833 1.43313
H -0.68430 0.19019 5.63356
H -1.04931 -2.96306 -4.91944
O 0.22723 5.43133 3.65345
C -1.12167 -5.97714 -1.48922
O 0.02504 3.97449 -2.21749
C -0.40005 -0.96914 -0.38731
H 0.62733 1.57744 1.17999
H 0.05580 -5.30886 1.35571
*
```

Atom charges from the Mulliken analysis, given in e for atoms 1 to 8: -0.306 -0.285 -0.531 0.377 -0.455 -0.351 -0.618 -0.108



A structure of composition C33H27ClI3N4NaO3, computed with ωB97M-V/def2-TZVPD.

Output
LUMO energy in eV: 3.63
E_HOMO in eV: -2.40

```
! wB97M-V def2-TZVPD RIJCOSX def2/J DEFGRID3
* xyz -2 1
H 2.10641 -4.98582 -1.10740
C 2.72551 -3.72268 0.50684
I 2.46671 -0.26638 -2.55856
H 0.43507 2.66280 -3.03508
H 4.57350 -0.71323 -0.98962
C -1.17751 5.69178 -0.19737
C 0.50921 3.97262 2.99181
C 2.74645 -2.99341 3.19528
H -3.04044 5.36091 0.81887
H -0.28870 4.60419 4.86809
I 3.14700 0.55868 0.85159
C -1.80975 1.11047 -2.21655
N 0.64326 -2.41481 0.24362
H 1.28474 2.28588 -1.55520
H -4.21992 3.32222 0.89618
I -4.25531 -1.03749 4.29664
H 1.09760 3.04085 1.12845
C -1.09105 -2.43249 -1.40952
H 0.66441 5.69788 -1.30191
H -3.57255 1.33964 6.13679
H 4.60870 -4.63943 0.91662
N -0.31923 1.92743 2.08227
C -3.51282 2.73440 0.30775
H 0.51500 -1.93167 4.06914
C -2.05781 2.54957 5.27981
C 2.76929 -4.13761 -0.93524
C -2.35188 3.57727 -0.13398
H -2.00206 -4.22093 -2.10670
H -3.56357 -2.96518 -3.64546
C -2.08020 0.65820 3.10866
C -2.84382 -2.43819 -3.02773
C 3.81208 -3.71615 2.67897
H 3.78995 -4.39972 -1.22771
H 2.73947 -2.71259 4.24364
C 0.54630 -1.81898 2.98360
C -2.25685 4.91842 0.21161
N -1.03031 -1.10090 -1.44235
H -4.03273 2.31875 -0.55797
C -1.85406 -0.41887 -2.23875
H -3.17619 1.88352 0.90283
H 2.41374 -3.33776 -1.58320
H 1.62022 3.82234 -2.38806
C -0.24986 3.76473 -1.32439
C -2.90147 1.47534 5.29903
C -2.77344 -1.05536 -3.06428
C -0.18523 5.10767 -0.97158
H 0.65116 -0.75034 2.76709
H 4.64813 -3.99703 3.30918
C 0.83798 3.10711 -2.12312
H -3.40136 -0.44827 -3.70078
N -1.33616 1.60394 -1.09236
C -1.33110 2.98353 -0.89532
C -0.29671 3.85608 4.08568
C 0.46853 2.96930 2.00819
H -0.41515 -2.12344 2.57425
H -1.11167 6.73550 0.08651
H 1.16975 4.82039 2.86740
C -2.91253 0.56076 4.24517
C 3.91835 0.14393 -1.08001
O -2.11192 -0.12961 2.13494
H 4.45492 1.02742 -1.40067
Cl -2.09029 3.68995 6.61902
O -0.24180 -4.43747 -0.48590
C -1.17067 2.75248 4.19638
C -1.15918 1.80870 3.14069
Na -0.81722 -0.11264 0.52341
C -0.14223 -3.19381 -0.47847
C 1.67808 -2.61475 2.39689
C 1.65154 -2.96151 1.02841
C 3.78381 -4.07297 1.34005
C -1.99506 -3.14340 -2.18920
O -2.25597 1.70483 -3.22098
*
```

Atom charges from the Mulliken analysis, given in e for atoms 1 to 8: 0.301 1.171 0.016 0.309 0.444 -0.781 -0.949 -0.641



The molecule C16H22INO, computed with ωB97M-V/def2-TZVPD.

Output
SMILES: CCCN(C/C=C/I)[C@@H]1CCc2cccc(O)c2C1
LUMO energy in eV: 0.59
E_HOMO in eV: -8.25

```
! wB97M-V def2-TZVPD RIJCOSX def2/J DEFGRID3
* xyz 0 1
H 1.43061 -0.03078 2.03343
H 1.03204 2.84412 -1.10675
H 3.45563 -0.96442 -0.09089
C 0.52884 2.14560 -0.43632
C -0.02100 -3.48605 -0.29659
H -0.91731 -3.07009 -0.75862
H -4.70034 3.10986 0.09509
H -4.75002 1.13814 1.17380
O -3.82951 0.85088 1.16527
C -1.70494 1.55693 0.37349
H 1.67808 0.43860 -1.08978
H -3.29700 4.75842 -1.07324
C 3.65399 0.81057 0.99532
I 5.40099 1.51302 0.03414
C 3.05760 -0.32055 0.68104
C 0.39920 -4.74267 -1.04789
C -3.07371 1.78094 0.51069
H -1.75573 -0.37240 1.29143
C 1.09767 -2.43983 -0.29114
H 1.26973 -5.19688 -0.57927
C -3.63721 2.93756 -0.01402
H 2.11830 -1.65383 2.03024
N 0.74910 -1.30209 0.54197
H -0.40683 -5.47214 -1.05234
C 0.62982 0.72140 -0.98772
H -0.87273 4.36159 -1.33466
H 0.65190 -4.50455 -2.07912
C 1.81657 -0.81836 1.38444
H -0.76050 -0.90118 -0.76349
H -0.42777 0.66704 1.79548
H 3.30573 1.47842 1.76464
C -1.02289 0.34983 0.93601
C -0.10694 -0.31944 -0.10765
H -0.26675 -3.73285 0.73724
H 1.32301 -2.14077 -1.32659
H 1.99386 -2.90956 0.12110
C -0.92008 2.49301 -0.29112
H 1.02249 2.19780 0.53798
C -2.84669 3.86330 -0.67104
H 0.19205 0.71917 -1.98811
C -1.48922 3.64224 -0.81646
*
```

Atom charges from the Mulliken analysis, given in e for atoms 1 to 8: 0.362 0.485 0.396 -0.725 -0.258 0.277 0.240 0.314



The molecule C6H14NOPS in a non-equilibrium geometry, computed with ωB97M-V/def2-TZVPD.

Output
SMILES: CNC(=O)[C@H](CSC)PC
LUMO energy in eV: 0.67
E_HOMO in eV: -8.47

```
! wB97M-V def2-TZVPD RIJCOSX def2/J DEFGRID3
* xyz 0 1
O -0.15263 -0.82086 -1.07655
H -0.60733 -1.00457 2.02885
H 0.72213 0.62712 1.83185
S -2.21308 1.30254 0.05031
H -0.54624 2.68405 1.11258
H -0.18932 2.52693 -0.56682
H -1.52424 -2.98969 1.78337
N -0.27113 -1.49086 1.20437
C -0.48868 1.94456 0.35829
C -0.77070 -2.83116 1.10019
C 0.44897 0.70909 0.72215
P 2.12375 1.27543 -0.13563
H 3.25643 -0.30684 0.91616
H 1.51636 1.26580 -1.34478
H 3.99277 -0.27822 -0.75869
H -3.47537 1.31163 -2.08105
C 3.14824 -0.28046 -0.12408
C -0.02767 -0.61341 0.15642
H -2.10474 2.44835 -2.08550
H -1.25514 -2.96001 0.14679
H -1.71039 0.78582 -2.38099
C -2.40329 1.45146 -1.79042
H 2.57528 -1.07681 -0.39371
H -0.04400 -3.67991 1.32690
*
```

Atom charges from the Mulliken analysis, given in e for atoms 1 to 8: -0.608 0.313 0.439 -0.158 0.450 0.367 0.406 -0.192



Short version: orbital gap = 9.449 7.680 10.059 6.025 8.848 9.143 eV, in the order given.
Short version: relative energy (zero: lowest compared OMol25 entry of this formula, charge and spin) = 2.267 4.566 7.147 0.000 0.000 1.672 eV, in the order given.